[1]
Computed, not measured: C8H16CoN2O3SSe2Te2 as an isolated structure at a distorted geometry, with the ωB97M-V functional and the def2-TZVPD basis.

Structure (XYZ):
```
35
C8H16CoN2O3SSe2Te2, DFT the ωB97M-V functional and the def2-TZVPD basis
Co 0.495 0.452 -1.947
C -2.566 2.933 0.457
N -2.577 1.515 0.748
C -3.908 0.964 0.842
C -1.546 0.783 0.141
O -0.603 1.364 -0.415
C -1.677 -0.731 0.165
O -0.575 -1.409 -0.380
C 0.427 -1.873 0.486
C 1.615 -0.927 0.510
O 1.641 0.086 -0.203
N 2.684 -1.227 1.371
C 2.964 -2.579 1.785
C 3.872 -0.426 1.169
H -3.086 3.466 1.257
H -3.045 3.162 -0.504
H -1.533 3.273 0.409
H -4.485 1.591 1.529
H -3.876 -0.047 1.245
H -4.426 0.942 -0.127
H -2.524 -1.004 -0.489
H -1.885 -1.093 1.187
H 0.740 -2.849 0.072
H 0.024 -2.037 1.502
H 2.048 -3.085 2.085
H 3.634 -2.537 2.649
H 3.457 -3.171 0.999
H 3.565 0.532 0.756
H 4.572 -0.895 0.468
H 4.371 -0.271 2.130
Se 2.349 -0.011 -2.947
Te 2.918 0.885 -5.183
Te -0.904 2.626 -5.444
Se -0.743 1.814 -3.147
S -1.419 -0.218 -3.176
```

The expectation value of S² is 3.787. As for the strongest force on any atom: 3.44 eV Å⁻¹. The net charge is -2. As for the spin multiplicity: 4. As for the total energy: -7769.478663 Ha. The orbital gap (spin up / spin down) is 2.413 / 2.701 eV. The calculation puts the HOMO energy (spin up / spin down) at 1.52 / 1.21 eV.

Löwdin atomic charge list, values in e, 8 entries: -0.386, -0.060, -0.152, -0.078, -0.369, -0.106, -0.162, -0.169

[2]
Computed, not measured: C19H15LaN4O3S4 as an isolated structure, with the ωB97M-V functional and the def2-TZVPD basis.

Structure (XYZ):
```
46
C19H15LaN4O3S4, DFT the ωB97M-V functional and the def2-TZVPD basis
La -0.089 0.120 -0.213
S 1.826 3.676 2.444
C 1.188 2.489 1.521
S 0.394 2.852 -0.005
S 1.231 0.818 2.039
N 0.174 -2.588 0.385
C -0.627 -3.378 -0.540
C -0.911 -2.850 -1.794
C -1.660 -3.567 -2.716
C -2.137 -4.813 -2.359
C -1.869 -5.350 -1.108
C -1.107 -4.634 -0.196
S -3.086 -5.804 -3.563
O -4.191 -6.312 -2.776
O -3.442 -4.850 -4.594
O -2.098 -6.795 -3.949
H -0.087 -2.812 1.340
H 1.152 -2.860 0.311
H -0.513 -1.872 -2.073
H -1.901 -3.174 -3.695
H -2.266 -6.328 -0.870
H -0.885 -5.051 0.781
N -6.710 1.514 3.409
C -7.919 1.160 3.953
C -8.930 1.893 4.565
C -10.028 1.183 5.003
C -10.121 -0.210 4.839
C -9.120 -0.936 4.234
C -7.997 -0.238 3.782
N -6.866 -0.694 3.154
C -6.125 0.361 2.943
C -4.830 0.307 2.285
C -4.027 1.429 2.075
C -2.818 1.284 1.430
N -2.365 0.102 0.981
C -3.138 -0.980 1.189
C -4.352 -0.925 1.828
H -6.337 2.444 3.359
H -8.863 2.966 4.693
H -10.841 1.708 5.486
H -11.004 -0.720 5.200
H -9.185 -2.007 4.102
H -4.322 2.413 2.409
H -2.178 2.144 1.265
H -2.765 -1.925 0.806
H -4.950 -1.813 1.976
```

As for the strongest force on any atom: 0.75 eV Å⁻¹. The net charge is 0. Its energy above the lowest of the compared OMol25 structures with the same formula, charge and spin is 5.2 kcal/mol. As for the total energy: -2802.172856 Ha. The orbital gap is 5.956 eV. The calculation puts the HOMO energy at -7.98 eV.

Löwdin atomic charge list, values in e, 8 entries: 1.576, 0.546, -1.883, 0.263, 0.284, -0.041, -0.360, -0.096

[3]
Computed, not measured: C5H4CaO4 as an isolated structure at a distorted geometry, with the ωB97M-V functional and the def2-TZVPD basis.

Structure (XYZ):
```
14
C5H4CaO4, DFT the ωB97M-V functional and the def2-TZVPD basis
C -0.637 2.622 -2.529
C -1.290 1.601 -2.583
H -1.910 0.717 -2.602
H -0.724 1.920 -0.292
O 0.209 -0.078 0.184
C -0.032 0.838 1.120
O 0.252 0.642 2.295
O -0.552 1.917 0.679
Ca 0.168 1.538 4.205
C 0.737 -2.251 -0.236
C 0.908 -1.203 0.513
O 0.504 -3.325 -0.746
H 1.311 -1.362 1.521
H 1.056 -3.576 -1.526
```

The expectation value of S² is 0.771. As for the strongest force on any atom: 1.99 eV Å⁻¹. The net charge is +3. As for the spin multiplicity: 2. Its energy above the lowest of the compared OMol25 structures with the same formula, charge and spin is 0.0 kcal/mol. As for the total energy: -1170.109811 Ha. The orbital gap (spin up / spin down) is 6.967 / 6.496 eV. The calculation puts the HOMO energy (spin up / spin down) at -19.80 / -19.33 eV.

Löwdin atomic charge list, values in e, 8 entries: 0.177, -0.034, 0.046, 0.106, 0.153, -0.553, -0.129, 0.271

[4]
Computed, not measured: a single C6H12O molecule, with the ωB97M-V functional and the def2-TZVPD basis.

Structure (XYZ):
```
19
C6H12O, DFT the ωB97M-V functional and the def2-TZVPD basis
C 2.575 -0.274 -0.381
C 1.745 0.631 0.486
C 0.536 0.278 0.925
C -1.019 0.652 -1.320
C -2.010 0.030 -0.323
C -1.378 -1.080 0.535
O 0.037 -0.957 0.649
H 3.061 -1.055 0.214
H 1.949 -0.787 -1.123
H 3.356 0.276 -0.915
H 2.103 1.624 0.739
H -0.060 0.938 -0.868
H -0.142 0.977 1.419
H -1.431 1.568 -1.746
H -0.770 -0.052 -2.118
H -2.867 -0.395 -0.863
H -2.433 0.804 0.330
H -1.834 -1.115 1.537
H -1.521 -2.066 0.081
```

As for the SMILES: C/C=C\OCCC. As for the strongest force on any atom: 0.85 eV Å⁻¹. The net charge is 0. Its energy above the lowest of the compared OMol25 structures with the same formula, charge and spin is 37.7 kcal/mol. As for the total energy: -310.999198 Ha. The orbital gap is 9.421 eV. The calculation puts the HOMO energy at -8.33 eV.

Löwdin atomic charge list, values in e, 8 entries: -0.095, -0.159, -0.235, -0.098, -0.218, -0.192, -0.106, 0.077

[5]
Computed, not measured: a single C2H4N2O2 molecule at a distorted geometry, with the ωB97M-V functional and the def2-TZVPD basis.

Structure (XYZ):
```
10
C2H4N2O2, DFT the ωB97M-V functional and the def2-TZVPD basis
C 0.159 1.200 0.246
N -1.219 -0.932 -0.124
C 1.046 0.325 -0.548
O -1.218 0.485 0.064
N 1.809 -0.582 -0.006
O 0.413 2.318 0.619
H -2.119 -1.129 -0.565
H -1.247 -1.342 0.812
H 1.904 -0.422 1.004
H 0.471 0.079 -1.501
```

As for the SMILES: [H]/N=C\C(=O)ON. As for the strongest force on any atom: 3.83 eV Å⁻¹. The net charge is 0. Its energy above the lowest of the compared OMol25 structures with the same formula, charge and spin is 116.1 kcal/mol. As for the total energy: -338.468157 Ha. The orbital gap is 10.034 eV. The calculation puts the HOMO energy at -9.80 eV.

Löwdin atomic charge list, values in e, 8 entries: -0.329, 0.010, -0.178, -0.156, 0.120, 0.149, 0.096, 0.092

[6]
Computed, not measured: a single C2H3NO2 molecule at a distorted geometry, with the ωB97M-V functional and the def2-TZVPD basis.

Structure (XYZ):
```
8
C2H3NO2, DFT the ωB97M-V functional and the def2-TZVPD basis
C -1.162 0.134 0.038
C 1.343 0.162 -0.176
H -0.978 1.152 0.245
H -0.090 -1.501 0.217
H 0.757 1.159 0.137
N 0.030 -0.581 0.166
O -2.318 -0.257 -0.362
O 2.418 -0.267 -0.263
```

As for the SMILES: O=CNC=O. As for the strongest force on any atom: 7.50 eV Å⁻¹. The net charge is 0. Its energy above the lowest of the compared OMol25 structures with the same formula, charge and spin is 44.1 kcal/mol. As for the total energy: -283.187721 Ha. The orbital gap is 10.833 eV. The calculation puts the HOMO energy at -10.53 eV.

Need the Löwdin charges? In units of e they are: -0.276, -0.239, 0.091, 0.069, 0.149, 0.084, -0.008, 0.130

[7]
Computed, not measured: a single C5H8O2 molecule, with the ωB97M-V functional and the def2-TZVPD basis.

Structure (XYZ):
```
15
C5H8O2, DFT the ωB97M-V functional and the def2-TZVPD basis
C -1.073 -0.115 1.360
C -0.276 0.482 0.225
O -0.476 1.882 0.069
C 1.242 0.208 0.121
C 0.941 -0.367 -1.253
O 0.389 -1.681 -1.004
C -0.525 0.004 -1.226
H -0.858 -1.184 1.459
H -0.823 0.390 2.300
H -2.147 0.002 1.172
H -1.382 1.992 -0.260
H 1.808 1.141 0.092
H 1.691 -0.491 0.832
H 1.626 -0.340 -2.103
H -0.139 -1.923 -1.785
```

As for the strongest force on any atom: 0.33 eV Å⁻¹. The net charge is 0. Its energy above the lowest of the compared OMol25 structures with the same formula, charge and spin is 111.9 kcal/mol. As for the total energy: -345.626604 Ha. The orbital gap is 9.333 eV. The calculation puts the HOMO energy at -8.78 eV.

Löwdin atomic charge list, values in e, 8 entries: -0.016, -0.610, -0.006, -0.046, -0.342, -0.009, 0.172, 0.085

[8]
Computed, not measured: C21H9CuF5NO4S3 as an isolated structure at a distorted geometry, with the ωB97M-V functional and the def2-TZVPD basis.

Structure (XYZ):
```
44
C21H9CuF5NO4S3, DFT the ωB97M-V functional and the def2-TZVPD basis
Cu -0.214 0.126 0.384
F 6.698 0.414 1.363
C 5.395 0.138 1.277
C 4.475 0.819 0.489
F 4.978 1.892 -0.155
C 3.150 0.457 0.296
F 2.390 1.284 -0.406
C 2.638 -0.732 0.836
S 1.176 -1.463 0.546
C 3.589 -1.548 1.455
F 3.207 -2.746 1.929
C 4.901 -1.149 1.726
F 5.706 -2.120 2.277
S 0.108 0.784 3.033
C -0.250 2.086 2.063
N -0.303 2.110 0.717
C -0.445 3.427 0.200
C -0.274 3.748 -1.135
C -0.463 5.079 -1.452
C -0.948 6.044 -0.571
C -0.994 5.706 0.761
C -0.786 4.428 1.196
S -0.687 3.681 2.716
H 0.047 3.010 -1.863
H -0.234 5.413 -2.473
H -1.195 7.086 -0.917
H -1.316 6.391 1.576
O -0.593 -0.603 -3.354
C -1.019 -0.651 -2.212
O -1.067 0.375 -1.423
C -1.634 -1.963 -1.635
C -1.553 -3.098 -2.465
C -1.914 -4.364 -1.998
C -2.682 -4.410 -0.820
O -3.221 -5.530 -0.255
C -3.899 -5.001 0.995
O -3.615 -3.638 1.091
C -2.874 -3.268 -0.013
C -2.384 -2.021 -0.434
H -1.151 -2.956 -3.455
H -1.650 -5.241 -2.549
H -3.490 -5.651 1.754
H -4.975 -5.212 0.789
H -2.628 -1.132 0.115
```

As for the strongest force on any atom: 4.03 eV Å⁻¹. The net charge is -2. Its energy above the lowest of the compared OMol25 structures with the same formula, charge and spin is 32.8 kcal/mol. As for the total energy: -4495.790287 Ha. The orbital gap is 5.232 eV. The calculation puts the HOMO energy at -0.86 eV.

Löwdin atomic charge list, values in e, 8 entries: -0.048, 0.075, -0.160, -0.161, 0.073, -0.235, 0.099, -0.592